85
Properties=species:S:1:pos:R:3:forces:R:3:lowdin_charge:R:1 method="wB97M-V/def2-TZVPD" total_charge=+1 orbital_gap_ev=6.3
C -0.910046 2.291009 -1.097425 -0.320 -0.902 0.074 0.14
C -1.489847 1.351519 -1.634502 1.330 0.232 -1.034 -0.02
C -1.796104 0.136123 -2.601070 -1.219 3.771 0.788 -0.38
N -1.410105 0.470474 -3.986701 1.890 -1.211 1.065 -0.07
C -0.133628 1.242512 -4.079741 0.601 1.390 -0.514 -0.05
C -1.434014 -0.697278 -4.885195 -1.511 -0.779 -2.131 -0.41
C -0.352545 -1.851752 -4.938604 -0.101 -0.383 0.051 0.00
O -2.356696 -0.761419 -5.696551 1.824 0.134 1.925 0.10
C -3.365910 -0.166583 -2.632120 1.190 -1.210 1.740 -0.05
C -3.367911 -1.738862 -2.362285 0.844 -0.712 -1.697 -0.08
C -1.951965 -2.048524 -1.719734 -2.496 1.555 -0.949 0.08
N -1.158797 -1.020968 -1.901903 -0.715 -3.586 0.883 0.16
H -0.348739 3.087697 -0.527342 -1.288 -1.150 -1.010 0.08
H -0.414999 2.342249 -3.947114 0.513 -1.528 -0.058 0.11
H 0.641139 0.982454 -3.295735 -0.806 0.100 -0.944 0.09
H 0.324148 1.187066 -5.124854 -0.742 -0.264 1.414 0.12
H 0.195779 -2.036326 -3.965680 -0.353 0.518 -1.237 0.06
H 0.362517 -1.677967 -5.813135 -0.853 -0.009 1.380 0.11
H -0.885738 -2.830200 -5.193626 0.496 1.490 0.297 0.10
H -3.792185 0.279214 -1.686370 0.152 -0.065 -1.451 0.13
H -3.751322 0.234085 -3.615574 0.132 -0.780 1.396 0.15
H -3.271573 -2.258305 -3.381635 -0.115 0.449 1.118 0.14
H -4.291842 -2.226616 -1.934282 1.300 0.747 0.077 0.13
H -1.761226 -3.032823 -1.207323 0.467 1.382 -0.533 0.17
H -0.220428 -1.143252 -1.487824 0.029 1.107 -0.416 0.17
C 0.423660 0.617473 2.073165 -0.084 0.149 -0.115 -0.26
S 2.070595 0.298034 1.420572 -0.120 -0.056 0.372 0.83
O 1.902987 -0.359098 0.077396 -0.442 -0.087 -0.053 -0.60
C 2.496995 -0.988287 2.605293 0.173 -0.103 -0.048 -0.25
H -0.053558 1.376458 1.452356 0.108 -0.047 -0.034 0.02
H -0.171977 -0.297198 2.048018 0.109 -0.043 0.019 0.05
H 0.503673 0.986323 3.097849 0.104 -0.120 0.011 0.04
H 1.773749 -1.803788 2.546915 -0.039 0.093 -0.052 0.06
H 2.508941 -0.566569 3.612135 -0.132 0.089 -0.065 0.05
H 3.489885 -1.366603 2.359466 -0.063 0.083 -0.102 0.06
C -3.347466 7.560055 -0.648632 0.033 0.103 0.061 -0.27
S -2.852679 5.831717 -0.787097 0.053 0.061 -0.037 0.79
O -1.862755 5.560910 0.299901 -0.033 -0.019 -0.237 -0.58
C -1.928625 6.018521 -2.324534 0.068 0.072 -0.021 -0.27
H -3.912603 7.682923 0.275383 0.044 -0.109 -0.047 0.05
H -2.464062 8.199968 -0.620818 0.020 -0.106 -0.006 0.06
H -3.979664 7.827547 -1.496846 0.020 -0.080 0.020 0.05
H -1.131745 6.752498 -2.194964 -0.003 -0.090 0.061 0.06
H -2.605082 6.333537 -3.120944 -0.043 -0.030 0.074 0.06
H -1.491570 5.053755 -2.583145 -0.013 0.053 0.091 0.03
C -0.066337 -2.234997 6.502089 0.079 0.287 0.281 -0.27
S -0.454285 -0.916720 5.339232 -0.004 -0.225 0.320 0.80
O 0.691654 0.046993 5.352346 -0.108 -0.016 -0.078 -0.57
C -1.785599 -0.188365 6.312085 -0.041 0.134 0.039 -0.26
H 0.775705 -2.803903 6.109771 -0.125 0.048 -0.069 0.05
H 0.203656 -1.809129 7.470577 0.033 0.196 -0.123 0.07
H -0.925681 -2.892600 6.607394 0.105 0.113 -0.100 0.02
H -1.410527 0.111114 7.292033 0.074 -0.045 -0.074 0.06
H -2.594197 -0.912340 6.423405 0.081 -0.028 -0.053 0.06
H -2.157743 0.689775 5.783507 0.081 -0.065 -0.025 0.05
C 3.536040 6.060040 -0.993913 -0.041 0.060 0.108 -0.26
S 2.885997 4.889285 -2.201284 -0.046 0.128 -0.026 0.82
O 1.539780 5.380763 -2.621928 0.113 -0.196 0.190 -0.57
C 2.624404 3.537626 -1.037640 -0.094 -0.074 0.111 -0.28
H 3.734762 7.003270 -1.502749 -0.038 -0.117 -0.067 0.05
H 2.804352 6.223268 -0.200781 -0.038 -0.057 -0.079 0.06
H 4.466179 5.673054 -0.574462 -0.031 -0.026 -0.073 0.06
H 1.947077 3.855683 -0.241976 0.058 0.109 -0.025 0.05
H 3.580479 3.225936 -0.614324 -0.027 0.017 -0.041 0.06
H 2.179593 2.700212 -1.577219 0.072 0.062 -0.051 0.03
C -0.404749 -7.201068 5.779787 -0.018 -0.035 0.100 -0.26
S -0.827389 -5.810957 4.712454 -0.045 -0.105 0.059 0.83
O -1.152955 -4.651265 5.597023 -0.144 -0.581 -0.313 -0.57
C -2.387881 -6.492395 4.118735 -0.125 -0.026 0.030 -0.27
H 0.531365 -6.971322 6.288821 -0.054 0.070 -0.095 0.05
H -1.191247 -7.355698 6.520140 -0.012 0.085 -0.064 0.06
H -0.275420 -8.099680 5.174472 0.004 0.079 -0.030 0.06
H -3.053249 -6.690233 4.960768 0.086 0.042 0.013 0.06
H -2.197367 -7.413147 3.565087 0.055 0.047 0.026 0.05
H -2.851682 -5.762050 3.455349 0.107 0.013 0.062 0.05
C 3.192590 -1.721449 -2.446942 -0.079 0.013 0.021 -0.28
S 3.685786 -3.451569 -2.582327 0.169 0.036 0.061 0.79
O 4.670652 -3.719651 -1.498377 -0.241 0.133 -0.260 -0.54
C 4.609873 -3.270255 -4.120463 0.097 0.005 -0.073 -0.27
H 2.627407 -1.595297 -1.522029 0.174 -0.040 -0.013 0.00
H 4.075599 -1.080879 -2.420302 -0.006 -0.067 0.019 0.07
H 2.559770 -1.454251 -3.297174 0.070 -0.059 -0.072 0.03
H 5.408025 -2.537239 -3.991781 -0.056 -0.028 0.090 0.06
H 3.934491 -2.955567 -4.918048 -0.020 -0.027 0.052 0.05
H 5.044407 -4.236694 -4.376495 -0.073 0.029 0.095 0.05



14
Properties=species:S:1:pos:R:3:forces:R:3:lowdin_charge:R:1 method="wB97M-V/def2-TZVPD" e_above_lowest_kcal_mol=25.7 orbital_gap_ev=9.5
C -0.898538 -2.162983 0.709525 0.090 0.544 -0.047 -0.31
C 1.810877 -0.658527 2.530771 -0.133 -0.081 -0.053 -0.47
N -0.806322 -3.153812 0.015247 -0.304 -0.915 -0.684 0.14
N 1.079032 3.058799 -3.710913 0.042 0.042 0.009 0.00
N -0.864738 -1.008305 1.060482 0.451 0.563 0.157 -0.02
N -1.672395 -0.229894 1.866537 -0.418 0.122 0.356 0.01
O 2.053451 0.153502 1.761609 0.408 1.215 -1.034 0.21
O 1.569829 -1.472965 3.299192 -0.284 -1.123 1.078 0.21
H -0.420376 -4.023437 0.338883 0.068 -0.050 0.332 0.06
H 0.858665 2.473135 -4.506835 -0.026 0.019 0.017 0.00
H 0.629494 3.956134 -3.853851 -0.004 -0.093 0.017 0.00
H 0.665303 2.629887 -2.891777 -0.009 0.029 -0.041 0.00
H -2.655957 -0.291631 1.601194 0.299 0.037 -0.033 0.09
H -1.348325 0.730096 1.779936 -0.180 -0.309 -0.073 0.08



55
Properties=species:S:1:pos:R:3:forces:R:3:lowdin_charge:R:1 method="wB97M-V/def2-TZVPD" e_above_lowest_kcal_mol=32.9 total_charge=+2 orbital_gap_ev=5.7
Pt 0.149779 0.197315 0.041540 0.455 0.563 -0.134 1.56
Br -1.526084 0.564968 7.350363 0.051 0.009 0.011 0.82
C -1.004097 0.197695 5.583925 -0.005 0.030 -0.043 -0.68
C -0.698276 -1.118542 5.205742 0.011 0.022 0.010 -0.06
C -0.367977 -1.427851 3.907356 -0.032 -0.063 0.034 0.02
C -0.336185 -0.427944 2.928615 0.139 0.080 0.073 -0.29
O -0.044568 -0.814946 1.694587 -0.321 -0.268 -0.051 -0.23
C -0.609405 0.892714 3.311050 0.099 0.106 -0.179 -0.13
C -0.697440 1.927811 2.349468 -0.147 -0.163 0.268 0.00
N -0.517811 1.827919 1.073455 0.513 0.279 -0.542 -0.07
C -0.937559 2.888634 0.234482 -0.256 -0.090 -0.212 -0.23
C -0.717000 4.220363 0.428205 0.150 -0.005 -0.054 0.02
C -1.280991 5.154220 -0.471560 -0.037 0.006 -0.028 -0.02
C -2.058649 4.743215 -1.517627 0.029 -0.031 -0.007 0.01
C -2.293741 3.361448 -1.737035 -0.051 0.003 0.088 -0.15
C -3.058792 2.848055 -2.809884 0.014 -0.019 -0.036 0.03
C -3.203941 1.495995 -2.944351 0.032 0.051 -0.036 -0.01
C -2.572918 0.644105 -2.019200 -0.157 -0.178 0.215 -0.09
N -1.862969 1.081928 -1.003470 -0.273 -0.419 -0.071 0.03
C -1.722427 2.432482 -0.850919 -0.143 0.003 0.045 -0.21
C -0.947696 1.193366 4.648966 0.014 -0.017 0.107 -0.05
H -0.729221 -1.901951 5.951287 -0.016 -0.009 -0.009 0.12
H -0.153951 -2.450468 3.627954 -0.029 0.029 0.017 0.12
H -1.047239 2.893648 2.707660 -0.023 0.003 -0.035 0.16
H -0.098963 4.565584 1.247662 -0.006 -0.012 0.008 0.13
H -1.088769 6.207235 -0.319792 -0.019 0.003 0.011 0.13
H -2.497634 5.463656 -2.195580 0.013 0.008 0.000 0.13
H -3.512405 3.531449 -3.517048 -0.032 -0.005 0.014 0.14
H -3.785884 1.067436 -3.747572 -0.006 -0.008 0.005 0.12
H -2.678239 -0.431053 -2.107911 0.031 -0.003 -0.034 0.13
H -1.175830 2.215119 4.924390 -0.016 0.001 -0.013 0.12
N 1.412860 -2.742345 -2.575984 -0.047 -0.047 0.060 0.22
C 1.469082 -3.602701 -1.484453 0.009 0.002 0.011 -0.15
C 1.822999 -4.944069 -1.406603 0.002 -0.029 -0.004 0.01
C 1.844012 -5.499296 -0.146486 -0.022 0.017 -0.021 -0.04
C 1.538789 -4.736047 0.993088 0.002 -0.008 -0.029 -0.04
C 1.171083 -3.411075 0.909089 -0.073 0.045 0.101 -0.01
C 1.111968 -2.844612 -0.364385 0.042 -0.014 -0.067 -0.18
N 0.817774 -1.553450 -0.822815 -0.233 0.055 -0.004 0.01
C 1.034849 -1.544927 -2.124859 0.084 0.036 -0.130 -0.24
C 0.945673 -0.279047 -2.816647 0.007 -0.036 -0.052 -0.28
C 1.206958 0.090950 -4.095930 -0.053 0.030 0.051 -0.27
S 1.022632 1.779275 -4.254288 0.007 0.016 0.025 1.18
C 0.609173 1.908596 -2.618866 0.205 0.007 -0.041 -0.39
N 0.602225 0.764479 -1.986388 -0.064 0.491 0.441 -0.11
H 1.637537 -2.978973 -3.529236 0.014 0.009 0.001 0.19
H 2.071408 -5.520089 -2.287497 0.019 0.003 0.006 0.13
H 2.107074 -6.541383 -0.030956 0.025 0.006 0.008 0.12
H 1.601026 -5.205057 1.965335 -0.014 0.001 0.005 0.12
H 0.953265 -2.824402 1.786310 0.021 -0.095 -0.091 0.08
H 1.499952 -0.521636 -4.933024 -0.005 -0.011 0.003 0.10
H 0.392074 2.854351 -2.147006 0.042 0.012 -0.007 0.10
S 3.978799 -1.051296 1.212946 -0.012 0.033 0.017 0.86
C 2.836632 -0.086082 0.797322 -0.001 -0.089 0.026 -0.90
N 2.009362 0.745020 0.458331 0.060 -0.340 0.271 -0.08



38
Properties=species:S:1:pos:R:3:forces:R:3:lowdin_charge:R:1 method="wB97M-V/def2-TZVPD" e_above_lowest_kcal_mol=7.9 orbital_gap_ev=6.5
Ca -0.014097 0.804271 0.559194 0.800 -0.314 -0.146 1.04
C 2.103400 -1.988169 1.543769 -0.036 0.023 -0.013 -0.07
O 1.455970 -0.786953 1.949565 -0.146 0.250 0.047 -0.34
C 2.108150 -0.052148 2.968686 -0.010 -0.102 -0.012 -0.19
C 3.141075 0.875317 2.386131 0.038 0.077 -0.016 -0.17
O 2.482143 1.671164 1.408619 -0.120 0.035 0.033 -0.19
C 3.346719 2.224572 0.424404 0.025 0.010 0.080 -0.17
C 2.502221 2.520290 -0.786326 0.002 -0.047 -0.092 -0.19
O 1.793520 1.367647 -1.201823 -0.171 0.151 0.203 -0.34
C 2.495845 0.494908 -2.079609 -0.039 -0.005 0.022 -0.07
H 2.350557 -2.594193 2.417059 -0.009 -0.017 0.019 0.10
H 3.013520 -1.780136 0.974837 0.030 0.012 0.000 0.09
H 1.393408 -2.522654 0.918778 -0.028 0.004 -0.019 0.08
H 2.566712 -0.716367 3.704742 -0.002 -0.044 0.028 0.14
H 1.337830 0.529984 3.479614 -0.046 -0.018 0.019 0.14
H 3.947511 0.310491 1.910350 0.019 -0.036 -0.017 0.13
H 3.574108 1.497617 3.174545 0.040 0.048 -0.016 0.14
H 4.131990 1.502609 0.184420 0.023 -0.032 -0.025 0.13
H 3.819758 3.141792 0.786646 0.033 0.001 0.053 0.14
H 3.122655 2.917159 -1.592993 0.003 0.011 -0.055 0.14
H 1.754878 3.277009 -0.537298 -0.042 0.017 -0.030 0.14
H 2.918501 1.060315 -2.911897 -0.005 0.012 -0.025 0.10
H 1.764314 -0.214600 -2.456034 -0.031 -0.016 0.004 0.09
H 3.295260 -0.039248 -1.558939 0.027 0.002 0.016 0.09
S -1.499431 -1.268009 1.058985 -0.236 0.035 -0.052 0.44
C -2.791440 -0.995548 -0.116121 -0.036 -0.073 -0.012 -0.71
C -4.010098 -1.643102 0.117492 0.100 0.007 0.084 -0.08
C -5.093467 -1.525379 -0.735647 -0.178 -0.142 0.090 -0.20
C -6.319050 -2.219160 -0.427864 0.136 0.096 -0.053 -0.18
N -7.289742 -2.777020 -0.166295 0.042 0.016 -0.002 0.16
C -4.972356 -0.731937 -1.881272 -0.149 0.058 -0.190 -0.20
C -3.772744 -0.087203 -2.129041 0.107 0.081 -0.023 -0.08
C -2.668536 -0.192379 -1.275518 -0.029 -0.035 -0.068 -0.71
S -1.200895 0.674580 -1.746735 -0.274 -0.028 0.013 0.44
C -6.068763 -0.571968 -2.803416 0.122 -0.029 0.126 -0.18
N -6.934036 -0.431201 -3.547243 0.036 -0.001 0.018 0.16
H -4.104522 -2.257639 1.002252 0.002 -0.004 0.004 0.11
H -3.680866 0.525288 -3.016019 0.001 -0.007 0.007 0.11